Entry from the Open Molecules 2025 dataset: 2 unconnected molecules or ions with the total composition CH4N2O in a non-equilibrium geometry (the ωB97M-V functional and the def2-TZVPD basis).

Calculated total energy   -6123.449 eV
Kohn-Sham gap (spin up / spin down)   10.28 / 8.34 eV
Spin multiplicity   3
<S²>   2.01
HOMO level (spin up / spin down)   -9.16 / -9.59 eV
Relative energy (zero: lowest compared OMol25 entry of this formula, charge and spin)   42.8 kcal/mol
Net charge   0

```
8
Properties=species:S:1:pos:R:3:forces:R:3
N 0.292781 -0.099971 -0.497088 1.322 0.233 -0.306
C 0.861433 -0.082174 -1.630349 -2.122 1.231 -1.026
O -0.664977 0.423321 0.009316 -0.557 0.704 -1.554
H 0.430553 0.379521 -2.527989 -0.579 0.141 0.617
N -0.979580 -0.395598 1.975947 -1.722 -2.799 0.942
H -0.086492 -0.042309 2.139527 1.834 1.103 0.549
H -1.664701 0.213446 2.375249 -0.383 0.870 0.277
H 1.810984 -0.396235 -1.844613 2.207 -1.484 0.501
```
Forces are in eV/Å.

Atom charges from the Löwdin analysis, given in e for atoms 1 to 2: N -0.108; C 0.005